Here is the molecule C22H18N2O3S from the Open Molecules 2025 dataset. Energies are from ωB97M-V/def2-TZVPD.

Structure (XYZ):
```
46
Properties=species:S:1:pos:R:3:mulliken_charge:R:1
C -6.301 -0.645 -0.278 -1.13
C -5.782 0.750 -0.585 -0.29
O -4.355 0.729 -0.582 -0.25
C -3.716 1.735 0.029 0.48
O -4.275 2.671 0.547 -0.65
C -2.244 1.563 -0.005 0.40
C -1.453 2.487 0.675 -0.86
C -0.081 2.354 0.695 -0.45
C 0.521 1.290 0.030 -0.11
N 1.909 1.112 0.062 0.39
C 2.847 2.176 -0.242 -0.55
C 4.163 1.464 -0.259 -0.01
C 5.432 1.934 -0.528 -0.75
C 6.490 1.038 -0.461 -0.45
C 6.284 -0.294 -0.127 -0.69
C 5.012 -0.769 0.149 -0.28
C 3.958 0.125 0.076 0.36
C 2.534 -0.076 0.322 0.37
N 2.002 -1.178 0.680 -0.57
C 0.792 -1.391 1.269 0.24
O 0.388 -0.778 2.242 -0.64
C 0.067 -2.531 0.699 0.33
C -1.170 -2.991 1.058 -0.54
C -1.602 -4.068 0.262 -0.51
C -0.692 -4.407 -0.691 -0.39
S 0.712 -3.421 -0.638 -0.06
C -0.266 0.386 -0.685 0.04
C -1.639 0.514 -0.691 -0.81
H -5.930 -1.354 -1.013 0.28
H -5.969 -0.961 0.708 0.31
H -7.387 -0.643 -0.302 0.39
H -6.109 1.077 -1.578 0.27
H -6.125 1.477 0.158 0.34
H -1.940 3.296 1.198 0.45
H 0.523 3.057 1.248 0.39
H 2.825 2.956 0.529 0.30
H 2.604 2.642 -1.204 0.35
H 5.600 2.969 -0.786 0.45
H 7.491 1.384 -0.671 0.39
H 7.128 -0.966 -0.082 0.41
H 4.832 -1.799 0.412 0.54
H -1.730 -2.556 1.865 0.52
H -2.545 -4.569 0.392 0.42
H -0.762 -5.184 -1.426 0.45
H 0.208 -0.411 -1.238 0.60
H -2.248 -0.193 -1.232 0.50
```

Properties
SMILES string: CCOC(=O)c1ccc(N2Cc3ccccc3/C2=N/C(=O)c2cccs2)cc1
LUMO level: 0.01 eV
Energy relative to the best compared isomer or geometry (same formula, charge and spin): 98.2 kJ/mol
Largest force on an atom: 0.97 eV Å⁻¹
Molar mass: 390.46 g/mol
E: -1582.6101 Eh
HOMO-LUMO gap: 8.76 eV



Here is the molecule C22H18N3OP at a distorted geometry from the Open Molecules 2025 dataset. Energies are from ωB97M-V/def2-TZVPD.

Structure (XYZ):
```
45
Properties=species:S:1:pos:R:3:mulliken_charge:R:1
O -2.163 -0.532 1.024 -0.78
P -0.709 -0.306 0.789 0.80
C 0.220 -1.874 0.673 0.23
C -0.385 -3.049 0.178 -0.42
C 0.331 -4.231 0.054 -0.53
C 1.689 -4.276 0.380 -0.49
C 2.275 -3.145 0.938 -0.54
C 1.560 -1.943 1.105 -0.24
C -0.072 0.734 2.170 0.33
C -0.537 0.511 3.473 -0.54
C -0.092 1.346 4.500 -0.59
C 0.825 2.394 4.250 -0.42
C 1.325 2.561 2.980 -0.73
C 0.847 1.756 1.922 0.02
N -0.493 0.553 -0.723 0.68
C 0.222 -0.124 -1.725 -0.95
C -0.340 -0.996 -2.661 0.40
C 0.519 -1.634 -3.527 -0.78
C 1.909 -1.426 -3.490 -0.26
N 2.466 -0.532 -2.660 -0.66
C 1.660 0.086 -1.767 -0.11
C -1.359 1.658 -1.015 1.16
C -1.382 2.119 -2.304 -0.66
C -2.345 3.026 -2.701 -0.52
C -3.269 3.480 -1.744 -0.33
N -3.201 3.087 -0.475 -0.60
C -2.277 2.202 -0.076 -0.63
H -1.424 -2.974 -0.119 0.45
H -0.170 -5.118 -0.339 0.38
H 2.314 -5.192 0.255 0.35
H 3.320 -3.142 1.277 0.36
H 2.029 -1.019 1.502 0.34
H -1.258 -0.248 3.671 0.45
H -0.513 1.273 5.493 0.38
H 1.117 3.057 5.055 0.40
H 2.074 3.325 2.801 0.40
H 1.183 1.936 0.916 0.28
H -1.423 -1.098 -2.736 0.51
H 0.132 -2.332 -4.248 0.39
H 2.583 -1.986 -4.151 0.38
H 2.145 0.780 -1.120 0.41
H -0.619 1.834 -3.009 0.45
H -2.376 3.435 -3.689 0.42
H -4.058 4.153 -2.060 0.36
H -2.283 1.870 0.931 0.45
```

Properties
SMILES string: O=P(c1ccccc1)(c1ccccc1)N(c1cccnc1)c1cccnc1
LUMO level: 0.40 eV
Largest force on an atom: 3.00 eV Å⁻¹
Molar mass: 371.38 g/mol
E: -1430.0389 Eh
HOMO-LUMO gap: 8.84 eV



Here is a structure of composition C22H18N6O2S5Sn from the Open Molecules 2025 dataset. Energies are from ωB97M-V/def2-TZVPD.

Structure (XYZ):
```
54
Properties=species:S:1:pos:R:3:mulliken_charge:R:1
Sn -0.568 -0.476 -0.567 0.61
N 1.220 3.039 1.868 0.08
C 1.030 2.040 1.017 -0.53
N 0.010 1.232 1.044 0.00
C -0.939 1.370 2.056 0.23
N -1.869 0.494 2.235 -1.01
N -1.797 -0.560 1.340 0.56
C -2.423 -1.618 1.673 -0.57
C -2.362 -2.790 0.797 0.83
C -2.977 -3.981 1.137 -0.81
C -2.844 -5.062 0.276 -0.35
C -2.112 -4.908 -0.888 -0.78
C -1.537 -3.675 -1.157 -0.08
N -1.656 -2.640 -0.333 -0.01
C -0.854 2.528 2.941 0.64
C -1.829 2.819 3.899 -0.32
C -1.671 3.904 4.733 -0.79
C -0.536 4.712 4.629 -0.42
C 0.438 4.443 3.689 -0.91
C 0.266 3.349 2.849 0.27
H 2.056 3.600 1.797 0.28
H 1.787 1.899 0.252 0.53
H -2.969 -1.657 2.610 0.40
H -3.536 -4.059 2.059 0.43
H -3.307 -6.010 0.515 0.45
H -1.985 -5.725 -1.584 0.41
H -0.961 -3.513 -2.060 0.43
H -2.698 2.179 3.969 0.47
H -2.424 4.130 5.474 0.44
H -0.417 5.559 5.290 0.42
H 1.315 5.071 3.602 0.39
C 2.543 0.051 -4.273 -0.80
S 2.210 0.719 -5.914 0.05
C 0.820 1.650 -5.955 0.31
C -0.077 2.108 -4.845 0.07
S 0.178 1.849 -3.272 -0.05
S -1.462 3.008 -5.396 0.05
C -1.084 3.081 -7.095 0.15
S -1.952 3.789 -8.227 -0.02
S 0.395 2.188 -7.505 0.07
H 3.311 -0.694 -4.482 0.44
H 1.657 -0.425 -3.867 0.23
H 2.924 0.801 -3.591 0.42
O 0.274 -2.847 2.133 -0.51
C 1.181 -2.443 1.450 0.12
C 2.649 -2.817 1.569 -0.54
C 3.347 -2.021 0.466 -0.33
C 2.221 -1.266 -0.204 0.32
O 2.313 -0.467 -1.135 -0.58
N 1.027 -1.551 0.387 0.17
H 2.743 -3.896 1.454 0.28
H 2.997 -2.572 2.572 0.30
H 3.859 -2.638 -0.272 0.31
H 4.077 -1.305 0.842 0.27
```

Properties
LUMO level: -8.30 eV
Total charge: +2
Largest force on an atom: 0.26 eV Å⁻¹
Molar mass: 677.47 g/mol
E: -3532.9409 Eh
HOMO-LUMO gap: 4.98 eV



Here is a structure of composition C22H18N8O3V at a distorted geometry from the Open Molecules 2025 dataset. Energies are from ωB97M-V/def2-TZVPD.

Structure (XYZ):
```
52
Properties=species:S:1:pos:R:3:mulliken_charge:R:1
V 0.097 0.114 0.544 -0.05
O -2.373 -2.697 1.994 -0.67
C -1.829 -1.680 1.634 0.23
N -0.477 -1.370 1.654 0.43
C 0.486 -2.139 2.270 0.16
O 0.358 -3.148 2.925 -0.67
C 1.858 -1.531 2.038 0.46
C 2.963 -1.992 2.728 -0.79
C 4.189 -1.387 2.511 -0.42
C 4.260 -0.335 1.605 -0.70
C 3.115 0.063 0.945 -0.32
N 1.925 -0.523 1.142 0.45
C -2.606 -0.510 1.085 0.27
C -3.981 -0.441 1.216 -0.67
C -4.637 0.722 0.854 -0.50
C -3.875 1.793 0.394 -0.79
C -2.512 1.646 0.260 -0.32
N -1.868 0.496 0.552 0.50
H 2.825 -2.806 3.426 0.55
H 5.071 -1.718 3.042 0.43
H 5.194 0.175 1.415 0.42
H 3.125 0.887 0.242 0.41
H -4.493 -1.297 1.633 0.54
H -5.710 0.809 0.954 0.41
H -4.334 2.741 0.152 0.42
H -1.888 2.461 -0.088 0.45
C 1.760 2.924 -2.624 -1.60
C 0.777 1.912 -2.103 0.59
O 0.740 1.620 -0.907 -0.61
N -0.045 1.357 -3.005 -0.03
C -1.072 0.383 -2.648 -0.67
C -0.514 -0.990 -2.393 0.96
C -0.574 -1.943 -3.398 -0.91
C -0.038 -3.202 -3.190 -0.39
C 0.552 -3.455 -1.965 -1.10
C 0.569 -2.456 -1.012 0.06
N 0.046 -1.230 -1.190 0.52
H 2.187 3.463 -1.784 0.37
H 1.279 3.627 -3.304 0.46
H 2.562 2.415 -3.162 0.35
H 0.087 1.586 -3.975 0.27
H -1.781 0.346 -3.473 0.68
H -1.595 0.739 -1.765 -0.58
H -1.058 -1.697 -4.333 0.45
H -0.086 -3.962 -3.958 0.41
H 0.991 -4.415 -1.732 0.47
H 1.019 -2.657 -0.053 0.27
N 0.263 1.471 1.900 -0.05
C 0.184 2.408 2.605 0.69
N 0.173 3.345 3.440 -0.73
C -0.411 4.515 3.425 0.43
N -0.894 5.566 3.478 -0.55
```

Properties
LUMO level (alpha / beta): -0.31 / -0.44 eV
Largest force on an atom: 1.48 eV Å⁻¹
2S+1: 2
Molar mass: 493.38 g/mol
E: -2457.0249 Eh
HOMO-LUMO gap (alpha / beta): 6.80 / 4.51 eV



Here is a structure of composition C22H18O16Zr at a distorted geometry from the Open Molecules 2025 dataset. Energies are from ωB97M-V/def2-TZVPD.

Structure (XYZ):
```
57
Properties=species:S:1:pos:R:3:mulliken_charge:R:1
Zr 9.010 13.550 7.245 2.23
C 8.455 10.743 10.110 -0.43
C 7.805 11.801 9.564 0.35
C 6.303 12.115 9.757 0.49
O 5.836 13.089 9.066 -0.90
C 5.549 11.388 10.537 -0.53
C 6.122 10.245 11.042 0.29
C 7.588 9.860 10.779 0.34
O 8.037 8.830 11.219 -0.66
O 5.487 9.465 11.756 -0.70
O 8.393 12.733 8.856 -0.52
H 9.474 10.396 9.897 0.33
H 4.519 11.682 10.724 0.40
C 6.726 10.586 6.841 -0.23
C 8.093 10.680 6.682 0.38
C 9.054 9.451 6.709 0.65
O 10.246 9.831 6.603 -0.94
C 8.517 8.140 6.767 -0.82
C 7.149 8.015 6.978 0.33
C 6.251 9.286 7.052 0.16
O 5.076 9.110 7.367 -0.70
O 6.647 6.889 7.081 -0.73
O 8.820 11.758 6.446 -0.45
H 5.963 11.359 6.978 0.36
H 9.189 7.291 6.761 0.39
C 9.635 18.010 6.920 -0.90
C 10.751 18.777 6.410 0.61
C 11.940 18.082 5.689 0.50
O 12.818 18.920 5.215 -0.70
C 11.958 16.669 5.618 -1.02
C 10.908 15.973 6.135 0.69
C 9.792 16.657 6.796 0.43
O 8.909 15.859 7.384 -0.83
O 10.815 14.675 6.060 -0.77
O 10.861 20.069 6.519 -0.70
H 8.744 18.336 7.456 0.42
H 12.795 16.151 5.242 0.54
C 6.160 14.182 5.947 -0.43
C 6.981 14.156 4.628 -0.74
O 8.415 14.101 5.008 -0.41
O 7.030 13.919 6.981 -0.38
H 5.350 13.451 5.995 0.43
H 5.804 15.195 6.086 0.40
H 6.829 15.039 4.021 0.30
H 6.882 13.192 4.180 0.46
H 8.802 13.571 4.304 0.31
H 6.352 13.483 7.825 0.23
C 11.784 12.547 8.806 -0.29
C 11.883 14.005 8.973 -0.45
O 10.574 14.609 9.167 -0.52
O 11.014 12.317 7.652 -0.21
H 11.218 12.037 9.574 0.18
H 12.708 12.023 8.626 0.42
H 12.173 14.316 7.959 0.22
H 12.467 14.333 9.814 0.43
H 10.512 15.401 8.595 0.38
H 11.070 11.421 7.196 0.29
```

Properties
LUMO level: 3.73 eV
Total charge: -2
Largest force on an atom: 5.16 eV Å⁻¹
Molar mass: 629.59 g/mol
E: -2100.2066 Eh
HOMO-LUMO gap: 6.35 eV



Here is a structure of composition C22H19CaCl2N2O7S4 from the Open Molecules 2025 dataset. Energies are from ωB97M-V/def2-TZVPD.

Structure (XYZ):
```
57
Properties=species:S:1:pos:R:3:mulliken_charge:R:1
Ca -0.622 -0.029 0.492 1.03
S 3.868 0.956 0.982 -0.35
C 2.464 0.150 1.345 0.20
S 1.898 -1.313 0.633 -0.41
S 1.609 0.950 2.652 0.09
Cl -7.104 -1.959 -3.120 -0.26
C -5.624 -1.273 -2.500 0.16
C -5.144 -0.080 -3.049 -0.60
C -3.995 0.489 -2.571 0.40
Cl -3.429 1.969 -3.282 -0.19
C -3.233 -0.071 -1.499 -0.47
O -2.213 0.513 -1.041 0.07
C -3.732 -1.325 -1.008 1.07
C -3.047 -2.134 -0.017 -0.52
O -1.924 -1.971 0.443 -0.66
C -4.925 -1.888 -1.497 -1.03
H -5.676 0.404 -3.857 0.45
H -3.621 -3.017 0.318 0.18
H -5.277 -2.825 -1.084 0.33
C 2.950 0.743 -2.745 -0.42
O 1.677 1.022 -3.342 -0.30
C 0.696 0.105 -3.281 0.62
O -0.394 0.364 -3.741 -0.56
N 1.040 -1.153 -2.839 -0.09
N -0.050 -2.048 -2.602 -0.73
H 3.540 1.643 -2.894 0.21
H 3.431 -0.099 -3.247 0.40
H 2.855 0.560 -1.676 -0.11
H 1.764 -1.239 -2.138 0.26
H -0.751 -1.749 -3.274 0.38
H -0.409 -1.783 -1.689 0.24
O 0.448 1.804 -0.379 0.60
S -0.036 2.801 -1.399 0.13
C -1.364 3.676 -0.563 0.78
C -2.054 4.653 -1.265 -0.62
C -3.098 5.318 -0.645 -0.72
C -3.443 4.998 0.663 -0.49
C -2.738 4.022 1.349 -0.84
C -1.685 3.348 0.740 -0.33
C 1.160 4.120 -1.306 0.27
C 1.858 4.323 -0.124 -0.21
C 2.779 5.355 -0.075 -0.79
C 2.990 6.160 -1.190 -0.42
C 2.301 5.927 -2.368 -0.71
C 1.383 4.885 -2.437 -0.25
H -1.786 4.886 -2.289 0.42
H -3.647 6.078 -1.185 0.40
H -4.266 5.510 1.144 0.38
H -2.999 3.771 2.369 0.48
H -1.135 2.602 1.304 0.58
H 1.697 3.659 0.716 0.31
H 3.343 5.526 0.832 0.43
H 3.712 6.965 -1.139 0.39
H 2.488 6.537 -3.242 0.40
H 0.859 4.664 -3.358 0.48
O 0.296 0.036 3.039 -0.24
O -0.989 0.588 2.563 -0.81
```

Properties
LUMO level: 2.18 eV
Total charge: -1
Energy relative to the best compared isomer or geometry (same formula, charge and spin): 53.2 kJ/mol
Largest force on an atom: 0.60 eV Å⁻¹
Molar mass: 662.65 g/mol
E: -4676.8032 Eh
HOMO-LUMO gap: 7.28 eV